Here is a 2-piece molecular cluster, C2H4N4 overall from the Open Molecules 2025 dataset. Energies are from ωB97M-V/def2-TZVPD.

Computed properties:
highest occupied orbital energy	-9.2	eV
total charge	0
gap between HOMO and LUMO	10.1	eV

CARTESIAN COORDINATES (ANGSTROEM)
N (1.86459, 0.08305, 0.03171)
C (0.81321, 0.92879, -0.04613)
C (-0.11992, 1.69647, -0.10480)
N (-2.16967, -0.94966, -0.25650)
N (-1.21272, -1.43929, 0.34453)
N (-0.39335, -1.99517, 0.89391)
H (2.40018, -0.01140, -0.82112)
H (1.65314, -0.81079, 0.45937)
H (-0.86962, 2.45625, -0.09078)
H (-1.96584, 0.04175, -0.41019)



Here is C25H28InN5O4S4 as an isolated structure from the Open Molecules 2025 dataset. Energies are from ωB97M-V/def2-TZVPD.

Computed properties:
highest occupied orbital energy	-1.1	eV
total charge	-2
gap between HOMO and LUMO	5.1	eV

CARTESIAN COORDINATES (ANGSTROEM)
In (-0.60137, -0.09824, -0.97049)
C (-1.98264, -2.00259, 2.90696)
N (-0.52814, -1.78215, 2.88527)
C (0.29166, -2.97701, 3.05170)
C (0.09812, -0.57450, 2.93049)
C (1.19213, -0.35394, 3.80382)
C (1.92012, 0.85495, 3.78739)
C (1.62496, 1.84468, 2.89899)
C (0.59891, 1.64905, 1.98238)
C (-0.28110, 0.52688, 2.02681)
N (-1.36827, 0.38055, 1.18163)
C (-2.38367, 1.26808, 1.25200)
C (-2.54188, 2.25583, 2.25519)
C (-3.66145, 3.07958, 2.30946)
C (-4.67042, 2.91075, 1.35889)
C (-4.59412, 1.90524, 0.42401)
C (-3.44855, 1.12138, 0.28849)
N (-3.24803, 0.16833, -0.77613)
C (-3.93148, -1.16790, -0.67342)
C (-3.55928, 0.66492, -2.17301)
H (-2.24900, -2.58061, 3.79641)
H (-2.26070, -2.60181, 2.01169)
H (-2.55223, -1.04933, 2.91835)
H (-0.10670, -3.78872, 2.44234)
H (1.31059, -2.76267, 2.71099)
H (0.37257, -3.33670, 4.10686)
H (1.50037, -1.20570, 4.41961)
H (2.74683, 0.98562, 4.47456)
H (2.19001, 2.78567, 2.95810)
H (0.29659, 2.45437, 1.31496)
H (-1.75987, 2.34891, 3.00044)
H (-3.66242, 3.88219, 3.01089)
H (-5.49279, 3.61959, 1.35726)
H (-5.50477, 1.71784, -0.19088)
H (-5.02053, -1.01554, -0.69887)
H (-3.63534, -1.73576, 0.20076)
H (-3.60441, -1.73852, -1.56712)
H (-3.06982, 1.62585, -2.28954)
H (-4.63993, 0.72267, -2.37679)
H (-3.04888, -0.06663, -2.86526)
S (-0.05628, 3.67945, -3.96167)
C (-0.37243, 2.37033, -3.05603)
S (-0.92185, 2.57851, -1.39778)
S (-0.26877, 0.73338, -3.59104)
S (5.66428, 1.41785, -0.95527)
C (4.16258, 2.20920, -1.31192)
N (3.51232, 1.73499, -2.29068)
C (4.07903, 0.61809, -2.88433)
C (3.59478, -0.07856, -3.98708)
C (4.34784, -1.10594, -4.48218)
C (5.52100, -1.55037, -3.79637)
C (6.03000, -0.82416, -2.70999)
C (5.28818, 0.26697, -2.21596)
H (3.76668, 3.03686, -0.68060)
H (2.66190, 0.23721, -4.43522)
H (4.15242, -1.71257, -5.36646)
H (6.07001, -2.45888, -4.07594)
H (6.94370, -1.07584, -2.21022)
C (1.99301, -1.45304, -0.21937)
O (1.40815, -0.36001, -0.92944)
H (1.34014, -2.30388, 0.03257)
H (2.45324, -1.09512, 0.73469)
H (2.84066, -1.84825, -0.81004)
O (-1.43976, -3.94514, -1.35695)
N (-1.19112, -2.77632, -1.26677)
O (-1.14228, -2.25745, -0.02164)
O (-1.17248, -1.97190, -2.23952)



Here is C19H43IrOP3S as an isolated structure from the Open Molecules 2025 dataset. Energies are from ωB97M-V/def2-TZVPD.

Computed properties:
highest occupied orbital energy (alpha / beta)	-17.7 / -19.6	eV
total charge	+4
2S+1	6
gap between HOMO and LUMO (alpha / beta)	6.7 / 2.5	eV

CARTESIAN COORDINATES (ANGSTROEM)
Ir (0.89546, 0.34805, -0.19324)
P (1.95321, -1.55243, -0.52756)
P (0.12592, -1.22957, 3.00970)
P (-0.36360, 0.47571, -2.11472)
H (-0.47021, 1.71216, 1.90779)
C (-0.99652, 1.57419, 0.94911)
C (-1.71582, 0.42860, 0.66585)
H (-1.76690, -0.41536, 1.36005)
C (3.70223, -1.22635, -0.12147)
C (1.54636, -3.05099, 0.41311)
C (1.90412, -2.17840, -2.23609)
C (-0.61651, -0.05543, 4.14126)
C (-0.99299, -2.63359, 2.82755)
C (1.67916, -1.75768, 3.74798)
C (-1.49858, 1.92435, -2.26205)
C (-1.40870, -0.96660, -2.46540)
C (0.62681, 0.71395, -3.65954)
H (-1.21350, 2.48409, 0.38184)
H (-2.35616, 0.35633, -0.21837)
H (4.29081, -2.04989, -0.54415)
H (3.82094, -1.19669, 0.97030)
H (4.03309, -0.26682, -0.54278)
H (2.20696, -3.85211, 0.05565)
H (0.50107, -3.33773, 0.24277)
H (1.72068, -2.89105, 1.48408)
H (2.81553, -2.77579, -2.36751)
H (1.88260, -1.37284, -2.97725)
H (1.01968, -2.81680, -2.35975)
H (-0.30751, -0.30397, 5.16368)
H (-1.70901, -0.09745, 4.07681)
H (-0.27154, 0.95361, 3.89996)
H (-0.49483, -3.55008, 3.17387)
H (-1.31369, -2.75381, 1.78226)
H (-1.88993, -2.45627, 3.43709)
H (1.58608, -1.64190, 4.83612)
H (2.50232, -1.12082, 3.40034)
H (1.90592, -2.80578, 3.52434)
H (-1.53436, 2.25396, -3.31321)
H (-1.13818, 2.76690, -1.65915)
H (-2.51611, 1.65437, -1.94766)
H (-2.19495, -0.68821, -3.17750)
H (-1.88516, -1.34363, -1.55553)
H (-0.81213, -1.77105, -2.90082)
H (0.54110, 1.76190, -3.97330)
H (0.22104, 0.07540, -4.45714)
H (1.69398, 0.50298, -3.53590)
C (2.32133, 3.37935, -0.76787)
C (3.49343, 4.10945, -1.05892)
C (3.53684, 5.48271, -0.85255)
C (2.41194, 6.14107, -0.34127)
C (1.25498, 5.42256, -0.03712)
C (1.20579, 4.04222, -0.23650)
S (2.33167, 1.68629, -1.19735)
H (0.29998, -0.68486, 1.61972)
H (4.35343, 3.55697, -1.45542)
H (4.43499, 6.03308, -1.08683)
H (2.43941, 7.21852, -0.17706)
H (0.37981, 5.93213, 0.36269)
H (0.31997, 3.46091, 0.02077)
C (-5.49617, -2.43205, -0.60174)
C (-4.41975, -2.11218, 0.41120)
O (-3.08566, -2.52930, 0.05421)
H (-5.37268, -1.84000, -1.51799)
H (-6.47234, -2.18758, -0.17981)
H (-5.50570, -3.49696, -0.86849)
H (-4.32226, -1.04004, 0.56995)
H (-4.65438, -2.56805, 1.37738)
H (-3.16286, -3.40165, -0.37842)



Result set for relative energy (zero: lowest compared OMol25 entry of this formula, charge and spin): 91.0 0.0 0.0 kcal per mole, one per record in the order listed.